(1)
{"formula": "C3H13N2Si", "method": "ωB97M-V/def2-TZVPD", "species": ["C", "C", "C", "N", "N", "Si", "H", "H", "H", "H", "H", "H", "H", "H", "H", "H", "H", "H", "H"], "xyz": [[-1.48, 0.82, -1.09], [0.47, -0.78, -1.49], [-0.60, -0.25, -0.54], [0.51, 0.61, 0.77], [1.63, -1.15, -0.74], [-0.03, 0.40, 2.54], [-2.27, 0.22, -1.69], [-2.07, 1.31, -0.22], [-1.09, 1.79, -1.50], [0.53, 0.02, -2.28], [0.04, -1.67, -2.00], [-1.17, -0.88, 0.16], [0.57, 1.57, 0.49], [1.45, 0.11, 0.77], [2.56, -1.17, -1.23], [1.42, -2.10, -0.45], [0.81, -0.58, 3.15], [-1.34, 0.13, 1.97], [0.05, 1.61, 3.39]], "lumo_energy_ev": -3.6, "energy_ev": -14171.360, "charge": 1, "homo_lumo_gap_ev": 10.467, "max_force_ev_per_a": 3.353}

***

(2)
{"formula": "C3H13N3", "method": "ωB97M-V/def2-TZVPD", "species": ["C", "C", "N", "H", "H", "H", "H", "H", "H", "H", "N", "C", "N", "H", "H", "H", "H", "H", "H"], "xyz": [[-3.34, 3.69, 2.34], [-4.08, 3.59, 0.94], [-4.00, 2.15, 0.46], [-3.91, 3.72, 3.33], [-2.65, 2.83, 2.42], [-2.74, 4.68, 2.38], [-5.05, 3.94, 1.00], [-3.62, 4.26, 0.12], [-4.78, 1.84, -0.18], [-3.06, 1.97, 0.39], [3.49, -2.82, -0.95], [3.84, -3.92, -1.97], [5.25, -4.23, -1.66], [3.21, -3.10, -0.05], [2.88, -2.18, -1.34], [3.27, -4.79, -2.06], [4.05, -3.30, -2.80], [5.83, -3.49, -1.52], [5.40, -4.85, -0.86]], "smiles": "CCN.NCN", "lumo_energy_ev": 1.2, "energy_ev": -7790.061, "charge": 0, "homo_lumo_gap_ev": 10.028, "max_force_ev_per_a": 6.390}

***

(3)
{"formula": "C3H13N3O", "method": "ωB97M-V/def2-TZVPD", "species": ["N", "C", "C", "N", "C", "N", "H", "H", "H", "H", "H", "H", "H", "H", "H", "H", "H", "O", "H", "H"], "xyz": [[2.39, -0.30, -0.55], [1.82, -0.32, 0.78], [0.71, 0.66, 0.82], [-0.38, 0.41, -0.08], [-1.50, 1.33, 0.14], [-2.56, 1.13, -0.92], [1.90, -1.06, -1.00], [3.34, -0.62, -0.42], [1.56, -1.33, 1.06], [2.61, -0.10, 1.54], [1.02, 1.63, 0.45], [0.27, 0.59, 1.92], [0.09, 0.61, -1.00], [-1.97, 1.17, 1.08], [-1.15, 2.35, 0.16], [-3.18, 0.41, -0.58], [-2.08, 0.77, -1.76], [-0.41, -2.33, -0.17], [-0.82, -3.06, 0.29], [-0.62, -1.39, 0.03]], "smiles": "NCCNCN.O", "lumo_energy_ev": 0.9, "energy_ev": -9838.658, "charge": 0, "homo_lumo_gap_ev": 10.397, "max_force_ev_per_a": 3.789}

***

(4)
{"formula": "C3H13N3O", "method": "ωB97M-V/def2-TZVPD", "species": ["N", "C", "C", "N", "C", "N", "H", "H", "H", "H", "H", "H", "H", "H", "H", "H", "H", "O", "H", "H"], "xyz": [[-0.20, 1.69, 0.46], [-0.92, 0.87, 1.46], [-0.45, -0.57, 1.62], [-0.30, -1.43, 0.43], [0.52, -0.97, -0.67], [1.89, -0.85, -0.19], [-0.13, 2.62, 0.85], [0.73, 1.30, 0.40], [-1.99, 0.83, 1.21], [-0.89, 1.39, 2.42], [0.47, -0.63, 2.18], [-1.23, -1.07, 2.19], [-1.22, -1.67, 0.07], [0.22, 0.04, -0.97], [0.40, -1.69, -1.46], [2.23, -1.77, 0.08], [2.51, -0.63, -0.97], [-0.38, 1.17, -3.22], [-1.31, 0.91, -3.13], [0.07, 0.46, -2.75]], "smiles": "NCCNCN.O", "lumo_energy_ev": 0.8, "energy_ev": -9838.903, "charge": 0, "homo_lumo_gap_ev": 9.767, "max_force_ev_per_a": 1.299}

***

(5)
{"formula": "C3H13N3O", "method": "ωB97M-V/def2-TZVPD", "species": ["N", "C", "N", "O", "H", "H", "H", "H", "H", "H", "C", "N", "H", "H", "H", "C", "H", "H", "H", "H"], "xyz": [[1.28, -0.03, -0.63], [1.85, -1.06, 0.23], [1.09, -1.29, 1.44], [-0.23, -1.78, 1.14], [1.10, 0.83, -0.08], [1.91, 0.19, -1.39], [1.90, -2.00, -0.32], [2.86, -0.80, 0.59], [0.91, -0.40, 1.90], [-0.15, -2.74, 1.19], [-1.22, 1.47, 0.92], [-0.09, 2.04, 0.92], [-1.26, 0.41, 1.16], [-2.18, 1.96, 0.77], [-0.12, 3.04, 0.76], [-1.55, 0.04, -1.68], [-0.43, 0.00, -1.29], [-1.80, 1.05, -1.97], [-2.34, -0.36, -1.06], [-1.53, -0.57, -2.58]], "smiles": "NCNO.C=N.C", "lumo_energy_ev": 1.0, "energy_ev": -9836.566, "charge": 0, "homo_lumo_gap_ev": 9.754, "max_force_ev_per_a": 2.799}

***

(6)
{"formula": "C3H13N3O2", "method": "ωB97M-V/def2-TZVPD", "species": ["H", "N", "C", "N", "N", "C", "C", "H", "H", "H", "H", "H", "H", "H", "H", "O", "H", "H", "O", "H", "H"], "xyz": [[-0.13, -3.02, 2.25], [-0.28, -2.29, 1.56], [0.45, -1.26, 1.47], [1.48, -0.82, 2.31], [0.35, -0.51, 0.30], [0.67, 0.93, 0.25], [0.03, 1.48, -1.01], [1.48, 0.10, 2.70], [2.11, -1.49, 2.70], [-0.47, -0.81, -0.20], [0.26, 1.45, 1.12], [1.76, 0.93, 0.23], [-1.04, 1.37, -0.97], [0.34, 2.52, -1.13], [0.53, 1.00, -1.85], [1.98, 4.33, 1.17], [2.50, 4.02, 1.92], [1.14, 3.87, 1.32], [-4.06, -2.69, -5.15], [-4.39, -1.82, -5.43], [-4.74, -2.99, -4.57]], "smiles": "[H]/N=C(\\N)NCC.O.O", "lumo_energy_ev": 0.5, "energy_ev": -11886.650, "charge": 0, "homo_lumo_gap_ev": 9.232, "max_force_ev_per_a": 2.036}

***

(7)
{"formula": "C3H13N5", "method": "ωB97M-V/def2-TZVPD", "species": ["C", "N", "C", "N", "N", "N", "H", "H", "H", "H", "H", "H", "H", "H", "C", "N", "H", "H", "H", "H", "H"], "xyz": [[-1.32, -1.98, -0.03], [-0.99, -0.63, 0.37], [0.98, -0.03, -0.44], [-1.76, 0.34, -0.34], [1.78, -1.16, -0.18], [0.92, 0.47, -1.61], [-2.75, 0.21, -0.15], [-1.63, 0.21, -1.35], [2.07, -1.56, -1.06], [1.33, -1.85, 0.40], [0.50, 1.40, -1.64], [-1.10, -2.16, -1.09], [-0.76, -2.70, 0.57], [-2.39, -2.20, 0.13], [0.68, 2.25, 0.75], [0.90, 0.79, 0.87], [1.73, 0.57, 1.41], [-0.05, 0.23, 1.21], [1.49, 2.71, 0.17], [0.65, 2.68, 1.75], [-0.28, 2.39, 0.26]], "lumo_energy_ev": 0.9, "energy_ev": -10769.055, "charge": 0, "homo_lumo_gap_ev": 7.978, "max_force_ev_per_a": 0.796}

***

(8)
{"formula": "C3H13NO2", "method": "ωB97M-V/def2-TZVPD", "species": ["C", "C", "C", "N", "H", "H", "H", "H", "H", "H", "H", "H", "H", "O", "H", "H", "O", "H", "H"], "xyz": [[2.73, 0.06, 0.09], [1.23, 0.31, -0.41], [0.48, -1.02, -0.74], [-1.00, -0.87, -0.58], [3.37, 0.72, -0.51], [2.75, 0.21, 1.20], [2.98, -0.98, -0.14], [1.24, 0.90, -1.34], [0.43, 0.83, 0.14], [0.78, -1.31, -1.76], [0.82, -1.83, -0.11], [-1.44, -1.69, -1.01], [-1.38, 0.02, -0.95], [-1.40, 0.34, 1.88], [-1.37, -0.04, 2.72], [-1.05, -0.31, 1.23], [-2.84, 1.63, -0.24], [-3.71, 1.75, -0.16], [-2.62, 1.27, 0.68]], "smiles": "CCCN.O.O", "lumo_energy_ev": 0.9, "energy_ev": -8906.428, "charge": 0, "homo_lumo_gap_ev": 10.486, "max_force_ev_per_a": 5.740}

***

(9)
{"formula": "C3H13NO2", "method": "ωB97M-V/def2-TZVPD", "species": ["C", "N", "C", "C", "H", "H", "H", "H", "H", "H", "H", "H", "H", "O", "H", "H", "O", "H", "H"], "xyz": [[0.48, -0.07, 0.31], [-0.90, 0.25, 0.54], [-1.84, -0.41, -0.33], [-1.12, 1.70, 0.34], [0.57, -1.10, -0.03], [0.93, 0.53, -0.49], [1.18, -0.10, 1.15], [-2.85, -0.03, -0.21], [-1.85, -1.49, -0.22], [-1.62, -0.22, -1.40], [-2.14, 2.08, 0.37], [-0.47, 2.29, 0.98], [-0.91, 1.92, -0.73], [5.01, -1.92, -3.24], [4.51, -2.08, -2.44], [4.31, -1.69, -3.87], [-1.47, 0.18, 3.21], [-0.67, 0.09, 3.76], [-1.17, 0.07, 2.29]], "smiles": "CN(C)C.O.O", "lumo_energy_ev": 0.4, "energy_ev": -8906.117, "charge": 0, "homo_lumo_gap_ev": 9.734, "max_force_ev_per_a": 1.949}

***

(10)
{"formula": "C3H13NO2", "method": "ωB97M-V/def2-TZVPD", "species": ["C", "N", "C", "C", "H", "H", "H", "H", "H", "H", "H", "H", "H", "O", "H", "H", "O", "H", "H"], "xyz": [[-0.82, -0.55, -1.41], [-1.04, 0.00, -0.02], [-2.40, -0.11, 0.40], [-0.42, 1.32, 0.16], [-0.97, -1.66, -1.26], [-1.50, -0.14, -2.18], [0.22, -0.39, -1.83], [-2.37, -0.20, 1.41], [-2.83, -1.06, 0.05], [-3.08, 0.64, 0.02], [-0.29, 1.58, 1.20], [0.50, 1.51, -0.31], [-1.08, 2.01, -0.20], [4.06, -0.30, -0.45], [3.16, -0.31, -0.04], [4.53, 0.25, 0.19], [1.73, -0.64, 1.49], [0.81, -0.37, 1.52], [1.78, -1.60, 1.26]], "smiles": "CN(C)C.O.O", "lumo_energy_ev": 0.7, "energy_ev": -8905.857, "charge": 0, "homo_lumo_gap_ev": 9.478, "max_force_ev_per_a": 3.361}

***

(11)
{"formula": "C3H13NO2S", "method": "ωB97M-V/def2-TZVPD", "species": ["N", "C", "C", "C", "S", "H", "H", "H", "H", "H", "H", "H", "H", "H", "O", "H", "H", "O", "H", "H"], "xyz": [[0.59, 0.72, -1.37], [-0.43, 0.16, -0.48], [-1.80, 0.83, -0.66], [-2.92, -0.16, -0.27], [-4.57, 0.50, -0.63], [1.37, 0.10, -1.44], [0.92, 1.61, -1.00], [-0.56, -0.88, -0.78], [-0.15, 0.23, 0.56], [-1.88, 1.60, 0.09], [-1.97, 1.19, -1.67], [-2.86, -0.40, 0.79], [-2.80, -1.06, -0.87], [-4.43, 1.59, 0.10], [2.15, -2.54, 2.55], [2.47, -1.72, 2.16], [2.93, -2.92, 2.97], [4.92, 0.36, 0.29], [4.98, 0.84, -0.55], [4.03, -0.03, 0.22]], "smiles": "NCCCS.O.O", "lumo_energy_ev": 0.1, "energy_ev": -19741.733, "charge": 0, "homo_lumo_gap_ev": 9.113, "max_force_ev_per_a": 1.307}

***

(12)
{"formula": "C3H13NO2S", "method": "ωB97M-V/def2-TZVPD", "species": ["C", "C", "C", "S", "N", "H", "H", "H", "H", "H", "H", "H", "H", "H", "H", "H", "O", "H", "H", "O"], "xyz": [[0.08, -0.68, -0.96], [-0.36, 0.87, -0.53], [0.32, 1.92, -1.20], [0.04, 3.61, -0.56], [-0.88, -1.70, -0.62], [1.05, -0.93, -0.56], [0.03, -0.91, -2.09], [-1.39, 0.94, -0.98], [-0.42, 0.85, 0.58], [0.13, 2.06, -2.28], [1.50, 1.70, -1.08], [-0.70, 3.34, 0.64], [-1.11, -2.24, -1.33], [-0.47, -2.09, 0.23], [-0.73, -5.78, 1.64], [-1.63, -5.14, 0.56], [-1.50, -5.22, 1.54], [1.97, 2.42, 2.19], [2.31, 3.82, 2.09], [1.75, 3.16, 2.72]], "spin_multiplicity": 2, "s2": 0.754, "lumo_energy_ev": [-4.1, -9.0], "energy_ev": -19730.967, "charge": 1, "homo_lumo_gap_ev": [8.827, 3.872], "max_force_ev_per_a": 7.323}

***

(13)
{"formula": "C3H13NO3", "method": "ωB97M-V/def2-TZVPD", "species": ["C", "C", "C", "N", "H", "H", "H", "H", "H", "H", "H", "O", "H", "H", "O", "H", "H", "O", "H", "H"], "xyz": [[-0.03, -2.67, 0.29], [0.26, -1.32, -0.37], [1.50, -0.89, -0.55], [1.73, 0.37, -1.19], [0.73, -3.44, 0.19], [-0.12, -2.53, 1.38], [-1.02, -2.97, -0.06], [-0.61, -0.72, -0.57], [2.39, -1.46, -0.37], [2.53, 0.45, -1.79], [0.86, 0.74, -1.52], [-0.94, 1.64, -1.26], [-1.76, 1.26, -0.90], [-0.79, 2.45, -0.76], [0.47, 1.40, 1.68], [0.54, 1.11, 0.77], [1.03, 0.80, 2.20], [-2.44, 0.74, 0.95], [-2.21, -0.18, 1.10], [-1.74, 1.24, 1.40]], "smiles": "C/C=C/N.O.O.O", "lumo_energy_ev": 0.8, "energy_ev": -10954.128, "charge": 0, "homo_lumo_gap_ev": 8.848, "max_force_ev_per_a": 2.404}